C5H8N | the ωB97M-V functional and the def2-TZVPD basis

```
14
C5H8N | OMol25 | the ωB97M-V functional and the def2-TZVPD basis
C 0.725 -1.455 0.217
C 0.357 -0.365 -0.162
C 0.307 2.265 -0.203
C 1.386 -2.759 0.270
C -1.759 1.192 -0.034
N -0.417 1.264 -0.082
H -0.107 3.266 -0.398
H 1.456 2.135 -0.374
H 2.411 -2.696 0.634
H 0.778 -3.444 0.869
H 1.282 -2.915 -0.823
H -2.023 0.748 1.015
H -2.048 0.580 -0.847
H -2.348 2.185 -0.083
```

Results
Net charge: +1
Energy above the lowest of the compared OMol25 structures with the same formula, charge and spin in eV: 5.0560
Highest occupied orbital energy (alpha / beta) in hartree: -0.4443 / -0.5738
Kohn-Sham gap (alpha / beta) in eV: 8.34 / 7.64
Multiplicity: 3
LUMO energy (alpha / beta) in Ha: -0.1378 / -0.2931
Strongest force on any atom in eV/Å: 5.58